Entry 1:
# C18H42N6O6

A cluster of 6 separate species, C18H42N6O6 in total at a distorted geometry (the ωB97M-V functional and the def2-TZVPD basis, the Open Molecules 2025 dataset).

Output
DFT total energy	-1490.9035	a.u.
ΔE to the lowest compared entry with this formula, charge and spin	590.7	kJ/mol
SMILES string	CN(C)C=O.CN(C)C=O.CN(C)C=O.CN(C)C=O.CN(C)C=O.CN(C)C=O
HOMO level	-0.33757	hartree
frontier orbital gap	9.32	eV
strongest force on any atom	4.3	eV Å⁻¹

```
! RIJCOSX wB97M-V def2-TZVPD def2/J DEFGRID3
* xyz 0 1
C -0.990 -9.817 1.722
N -2.036 -9.161 2.483
C -3.199 -9.924 2.989
C -2.034 -7.810 2.587
O -2.858 -7.020 2.975
H -0.190 -9.219 1.284
H -1.598 -10.114 0.868
H -0.695 -10.780 2.137
H -4.040 -9.988 2.300
H -2.906 -10.974 3.027
H -3.576 -9.691 3.985
H -1.155 -7.410 2.059
C -2.451 4.988 -3.743
N -3.803 5.538 -3.976
C -4.643 5.954 -2.802
C -4.291 5.479 -5.209
O -5.424 5.589 -5.562
H -2.011 4.242 -4.404
H -2.579 4.581 -2.740
H -1.706 5.769 -3.595
H -4.440 6.994 -2.545
H -5.711 5.888 -3.012
H -4.355 5.286 -1.991
H -3.537 5.166 -5.948
C 5.814 -2.794 -9.029
N 4.641 -1.968 -8.987
C 4.094 -1.631 -7.671
C 4.049 -1.489 -10.116
O 3.148 -0.687 -10.155
H 6.665 -2.125 -8.903
H 5.886 -3.368 -9.953
H 5.708 -3.584 -8.284
H 3.294 -0.891 -7.646
H 3.589 -2.481 -7.213
H 4.854 -1.310 -6.959
H 4.574 -1.972 -10.954
C 3.252 -0.187 8.227
N 3.305 1.334 7.743
C 2.797 2.287 8.700
C 3.865 1.677 6.543
O 3.671 2.786 6.071
H 3.321 -0.797 7.327
H 2.327 -0.582 8.648
H 4.082 -0.329 8.920
H 2.351 3.067 8.082
H 1.862 1.937 9.138
H 3.542 2.660 9.402
H 4.114 0.797 5.930
C -4.093 5.210 3.510
N -2.729 5.573 3.193
C -1.763 4.555 3.237
C -2.288 6.859 2.984
O -2.957 7.876 2.997
H -4.470 4.506 2.768
H -4.668 6.131 3.607
H -4.042 4.697 4.471
H -2.077 3.738 3.886
H -1.639 4.139 2.237
H -0.818 4.888 3.666
H -1.201 7.014 2.904
C 0.356 -0.934 0.396
N 0.727 -0.579 -0.985
C 0.572 -1.619 -1.929
C 1.246 0.625 -1.357
O 1.662 0.879 -2.523
H -0.701 -0.748 0.586
H 0.985 -0.347 1.066
H 0.678 -1.921 0.729
H 1.181 -2.497 -1.712
H -0.445 -2.009 -1.947
H 0.816 -1.336 -2.953
H 1.090 1.387 -0.577
*
```

Need the Löwdin charges? In units of e they are: number 1, C, carries -0.06; number 2, N, carries -0.19; number 3, C, carries -0.03; number 4, C, carries -0.38; number 5, O, carries 0.03; number 6, H, carries 0.09; number 7, H, carries 0.09; number 8, H, carries 0.09; number 9, H, carries 0.09; number 10, H, carries 0.08; number 11, H, carries 0.09; number 12, H, carries 0.12; number 13, C, carries -0.05; number 14, N, carries -0.17; number 15, C, carries -0.01; number 16, C, carries -0.41; number 17, O, carries 0.03; number 18, H, carries 0.09; number 19, H, carries 0.07; number 20, H, carries 0.08; number 21, H, carries 0.09; number 22, H, carries 0.08; number 23, H, carries 0.07; number 24, H, carries 0.13; number 25, C, carries -0.07; number 26, N, carries -0.20; number 27, C, carries -0.05; number 28, C, carries -0.35; number 29, O, carries 0.03; number 30, H, carries 0.09; number 31, H, carries 0.08; number 32, H, carries 0.09; number 33, H, carries 0.09; number 34, H, carries 0.08; number 35, H, carries 0.09; number 36, H, carries 0.13; number 37, C, carries 0.00; number 38, N, carries -0.17; number 39, C, carries -0.08; number 40, C, carries -0.34; number 41, O, carries 0.00; number 42, H, carries 0.06; number 43, H, carries 0.07; number 44, H, carries 0.07; number 45, H, carries 0.08; number 46, H, carries 0.09; number 47, H, carries 0.09; number 48, H, carries 0.13; number 49, C, carries -0.04; number 50, N, carries -0.22; number 51, C, carries -0.10; number 52, C, carries -0.32; number 53, O, carries 0.01; number 54, H, carries 0.09; number 55, H, carries 0.09; number 56, H, carries 0.09; number 57, H, carries 0.09; number 58, H, carries 0.09; number 59, H, carries 0.09; number 60, H, carries 0.13; number 61, C, carries -0.05; number 62, N, carries -0.20; number 63, C, carries -0.08; number 64, C, carries -0.29; number 65, O, carries -0.04; number 66, H, carries 0.09; number 67, H, carries 0.08; number 68, H, carries 0.09; number 69, H, carries 0.09; number 70, H, carries 0.09; number 71, H, carries 0.09; number 72, H, carries 0.13


Entry 2:
# C18H43B3FO6P

A cluster of 3 separate species, C18H43B3FO6P in total at a distorted geometry (the ωB97M-V functional and the def2-TZVPD basis, the Open Molecules 2025 dataset).

Output
DFT total energy	-1679.3007	a.u.
SMILES string	CCOP(=O)(CCB1OBOB(F)O1)OCC.CCCCCC.CCCCCC
HOMO level	-0.39212	hartree
frontier orbital gap	11.10	eV
strongest force on any atom	1.0	eV Å⁻¹

```
! RIJCOSX wB97M-V def2-TZVPD def2/J DEFGRID3
* xyz 0 1
C 0.823 -5.574 -0.864
C -0.396 -6.185 -1.528
O -1.611 -5.544 -1.046
P -2.408 -6.267 0.155
O -1.561 -6.895 1.170
C -3.459 -4.909 0.728
C -2.855 -3.523 0.460
B -2.708 -3.160 -1.047
O -1.620 -2.430 -1.522
B -1.150 -2.878 -2.732
O -2.092 -3.078 -3.730
B -3.214 -3.733 -3.285
F -3.884 -4.552 -4.091
O -3.655 -3.564 -1.990
O -3.326 -7.358 -0.549
C -4.235 -7.031 -1.616
C -5.635 -7.534 -1.279
H 1.065 -6.087 0.065
H 0.621 -4.529 -0.628
H 1.682 -5.612 -1.534
H -0.395 -6.026 -2.605
H -0.466 -7.254 -1.329
H -4.459 -5.018 0.304
H -3.550 -5.072 1.804
H -3.483 -2.772 0.954
H -1.873 -3.441 0.931
H -0.019 -3.200 -2.902
H -3.848 -7.493 -2.524
H -4.245 -5.956 -1.789
H -5.689 -7.794 -0.223
H -5.912 -8.406 -1.870
H -6.376 -6.759 -1.473
C 1.527 4.232 -0.730
C 0.124 3.951 -1.257
C -0.552 2.759 -0.580
C 0.171 1.423 -0.762
C 0.384 1.004 -2.216
C -0.917 0.809 -2.987
H 2.204 3.397 -0.913
H 1.957 5.113 -1.208
H 1.506 4.416 0.347
H 0.163 3.796 -2.339
H -0.500 4.835 -1.103
H -1.577 2.674 -0.950
H -0.636 2.964 0.493
H -0.403 0.644 -0.252
H 1.141 1.460 -0.257
H 0.948 0.067 -2.224
H 1.011 1.736 -2.732
H -1.542 0.061 -2.494
H -0.723 0.472 -4.006
H -1.494 1.733 -3.055
C 6.192 6.524 3.757
C 5.324 5.629 2.879
C 4.214 6.384 2.148
C 3.199 7.076 3.060
C 2.488 6.149 4.046
C 1.677 5.053 3.364
H 5.613 6.994 4.553
H 6.993 5.954 4.229
H 6.653 7.319 3.166
H 4.893 4.829 3.487
H 5.955 5.136 2.135
H 3.694 5.691 1.481
H 4.668 7.139 1.498
H 2.449 7.566 2.432
H 3.692 7.877 3.617
H 1.824 6.753 4.671
H 3.214 5.697 4.728
H 0.928 5.486 2.697
H 1.155 4.433 4.093
H 2.315 4.395 2.771
*
```

Need the Löwdin charges? In units of e they are: number 1, C, carries -0.06; number 2, C, carries -0.22; number 3, O, carries -0.24; number 4, P, carries 0.49; number 5, O, carries -0.24; number 6, C, carries -0.19; number 7, C, carries -0.08; number 8, B, carries -0.55; number 9, O, carries 0.25; number 10, B, carries -0.36; number 11, O, carries 0.31; number 12, B, carries -0.73; number 13, F, carries 0.27; number 14, O, carries 0.31; number 15, O, carries -0.20; number 16, C, carries -0.25; number 17, C, carries -0.06; number 18, H, carries 0.08; number 19, H, carries 0.08; number 20, H, carries 0.08; number 21, H, carries 0.12; number 22, H, carries 0.12; number 23, H, carries 0.10; number 24, H, carries 0.10; number 25, H, carries 0.12; number 26, H, carries 0.12; number 27, H, carries 0.13; number 28, H, carries 0.13; number 29, H, carries 0.09; number 30, H, carries 0.08; number 31, H, carries 0.07; number 32, H, carries 0.08; number 33, C, carries -0.11; number 34, C, carries -0.27; number 35, C, carries -0.23; number 36, C, carries -0.22; number 37, C, carries -0.26; number 38, C, carries -0.10; number 39, H, carries 0.07; number 40, H, carries 0.07; number 41, H, carries 0.05; number 42, H, carries 0.10; number 43, H, carries 0.10; number 44, H, carries 0.10; number 45, H, carries 0.11; number 46, H, carries 0.11; number 47, H, carries 0.10; number 48, H, carries 0.10; number 49, H, carries 0.10; number 50, H, carries 0.06; number 51, H, carries 0.08; number 52, H, carries 0.07; number 53, C, carries -0.11; number 54, C, carries -0.27; number 55, C, carries -0.23; number 56, C, carries -0.23; number 57, C, carries -0.27; number 58, C, carries -0.12; number 59, H, carries 0.06; number 60, H, carries 0.07; number 61, H, carries 0.07; number 62, H, carries 0.10; number 63, H, carries 0.10; number 64, H, carries 0.09; number 65, H, carries 0.11; number 66, H, carries 0.11; number 67, H, carries 0.10; number 68, H, carries 0.10; number 69, H, carries 0.10; number 70, H, carries 0.07; number 71, H, carries 0.07; number 72, H, carries 0.06


Entry 3:
# C18H43B3O11P2

A cluster of 3 separate species, C18H43B3O11P2 in total at a distorted geometry (the ωB97M-V functional and the def2-TZVPD basis, the Open Molecules 2025 dataset).

Output
DFT total energy	-2296.5011	a.u.
ΔE to the lowest compared entry with this formula, charge and spin	362.2	kJ/mol
SMILES string	C=CB1OB(P(O)O)OB(P(CC)CC)O1.COCCOCCOC.COCCOCCOC
HOMO level	-0.29611	hartree
frontier orbital gap	7.49	eV
strongest force on any atom	3.9	eV Å⁻¹

```
! RIJCOSX wB97M-V def2-TZVPD def2/J DEFGRID3
* xyz 0 1
C -2.445 -0.139 6.364
C -1.752 -1.280 5.888
B -1.332 -1.229 4.324
O 0.030 -0.941 3.911
B -0.066 -0.017 2.827
P 0.870 1.652 2.632
O 2.469 1.410 2.105
O 0.787 2.606 4.042
O -0.940 -0.381 1.740
B -2.249 -0.438 2.353
P -3.691 0.746 1.885
C -5.249 -0.334 1.785
C -6.447 0.391 1.030
C -4.015 1.966 3.311
C -3.013 3.202 3.282
O -2.388 -1.441 3.386
H -1.920 0.843 6.169
H -3.449 -0.192 6.860
H -1.483 -2.128 6.568
H 3.022 2.187 2.285
H 0.391 3.437 3.731
H -4.959 -1.295 1.284
H -5.605 -0.565 2.831
H -6.753 -0.181 0.108
H -7.315 0.493 1.733
H -6.144 1.441 0.738
H -3.950 1.399 4.291
H -5.057 2.383 3.183
H -3.099 3.752 2.298
H -3.358 3.946 4.063
H -1.964 2.867 3.493
C -1.192 -1.331 -1.393
O -2.355 -0.965 -2.113
C -2.963 0.234 -1.650
C -3.325 1.156 -2.813
O -2.220 1.741 -3.501
C -1.381 0.878 -4.264
C -2.040 0.224 -5.477
O -2.975 -0.771 -5.082
C -4.186 -0.741 -5.812
H -1.465 -1.921 -0.513
H -0.573 -1.947 -2.050
H -0.601 -0.461 -1.095
H -2.328 0.774 -0.946
H -3.889 -0.049 -1.136
H -3.879 2.004 -2.395
H -4.005 0.675 -3.512
H -0.898 0.141 -3.626
H -0.579 1.521 -4.642
H -1.265 -0.278 -6.069
H -2.507 0.995 -6.097
H -4.512 0.284 -6.017
H -4.955 -1.219 -5.201
H -4.079 -1.298 -6.746
C 4.010 -0.867 1.224
O 5.347 -0.723 0.773
C 6.154 -1.868 0.999
C 6.972 -2.227 -0.240
O 6.222 -2.723 -1.347
C 5.348 -1.817 -2.016
C 6.031 -0.661 -2.745
O 6.568 0.282 -1.827
C 7.861 0.742 -2.169
H 3.939 -0.593 2.279
H 3.387 -0.187 0.644
H 3.631 -1.883 1.069
H 5.562 -2.734 1.305
H 6.851 -1.621 1.809
H 7.641 -3.049 0.039
H 7.621 -1.410 -0.545
H 4.569 -1.462 -1.345
H 4.839 -2.419 -2.775
H 5.281 -0.135 -3.347
H 6.800 -1.057 -3.415
H 8.484 -0.061 -2.576
H 8.338 1.104 -1.257
H 7.793 1.566 -2.884
*
```

Need the Löwdin charges? In units of e they are: number 1, C, carries -0.01; number 2, C, carries -0.01; number 3, B, carries -0.46; number 4, O, carries 0.20; number 5, B, carries -0.58; number 6, P, carries 0.96; number 7, O, carries -0.32; number 8, O, carries -0.32; number 9, O, carries 0.12; number 10, B, carries -0.61; number 11, P, carries 1.02; number 12, C, carries -0.42; number 13, C, carries -0.17; number 14, C, carries -0.41; number 15, C, carries -0.16; number 16, O, carries 0.19; number 17, H, carries 0.08; number 18, H, carries 0.07; number 19, H, carries 0.10; number 20, H, carries 0.07; number 21, H, carries 0.03; number 22, H, carries 0.08; number 23, H, carries 0.08; number 24, H, carries 0.07; number 25, H, carries 0.07; number 26, H, carries 0.06; number 27, H, carries 0.07; number 28, H, carries 0.08; number 29, H, carries 0.08; number 30, H, carries 0.08; number 31, H, carries 0.04; number 32, C, carries -0.10; number 33, O, carries -0.19; number 34, C, carries -0.20; number 35, C, carries -0.17; number 36, O, carries -0.12; number 37, C, carries -0.18; number 38, C, carries -0.19; number 39, O, carries -0.20; number 40, C, carries -0.11; number 41, H, carries 0.08; number 42, H, carries 0.09; number 43, H, carries 0.09; number 44, H, carries 0.10; number 45, H, carries 0.11; number 46, H, carries 0.13; number 47, H, carries 0.11; number 48, H, carries 0.11; number 49, H, carries 0.13; number 50, H, carries 0.12; number 51, H, carries 0.12; number 52, H, carries 0.09; number 53, H, carries 0.09; number 54, H, carries 0.09; number 55, C, carries -0.12; number 56, O, carries -0.20; number 57, C, carries -0.19; number 58, C, carries -0.17; number 59, O, carries -0.12; number 60, C, carries -0.17; number 61, C, carries -0.19; number 62, O, carries -0.20; number 63, C, carries -0.11; number 64, H, carries 0.08; number 65, H, carries 0.07; number 66, H, carries 0.09; number 67, H, carries 0.12; number 68, H, carries 0.12; number 69, H, carries 0.13; number 70, H, carries 0.11; number 71, H, carries 0.11; number 72, H, carries 0.13; number 73, H, carries 0.13; number 74, H, carries 0.12; number 75, H, carries 0.09; number 76, H, carries 0.09; number 77, H, carries 0.09


Q: What is the formula in the third record?
A: C18H43B3O11P2


Q: Look up the DFT total energy of the first one.
A: -1490.9035 a.u.


Q: Number 2 is which compound?
A: C18H43B3FO6P


Q: Number 2 is which compound?
A: C18H43B3FO6P